{"formula": "C25H22FN2O", "method": "ωB97M-V with the def2-TZVPD basis set", "charge": 1, "homo_lumo_gap_ev": 6.30, "max_force_ha_per_bohr": 0.051, "de_lowest_kcal_mol": 0.00, "e_lumo_ev": -4.9, "symbols": ["H", "C", "H", "C", "C", "N", "C", "C", "C", "C", "C", "C", "C", "C", "C", "N", "O", "H", "H", "H", "H", "H", "H", "H", "H", "H", "H", "F", "C", "C", "C", "C", "C", "C", "C", "C", "C", "C", "C", "C", "C", "H", "H", "H", "H", "H", "H", "H", "H", "H", "H"], "coordinates": [[-0.519, 0.009, -0.071], [-0.781, -3.558, -2.141], [0.229, -3.192, -1.954], [-1.530, -3.876, -0.994], [-2.880, -4.153, -1.091], [-3.529, -3.900, -2.257], [-4.913, -4.273, -2.416], [-5.874, -4.042, -1.419], [-7.213, -4.395, -1.676], [-7.546, -5.092, -2.840], [-6.567, -5.386, -3.786], [-5.257, -4.949, -3.595], [-2.845, -3.416, -3.362], [-1.480, -3.126, -3.297], [-1.010, -2.044, -4.252], [0.098, -1.292, -3.941], [-1.680, -1.783, -5.243], [-1.096, -4.008, -0.007], [-3.519, -4.425, -0.244], [-5.582, -3.544, -0.486], [-7.981, -4.132, -0.957], [-8.566, -5.404, -3.021], [-6.783, -5.959, -4.684], [-4.464, -5.100, -4.338], [-3.550, -3.059, -4.138], [0.640, -1.397, -3.092], [0.555, -0.849, -4.712], [2.740, 1.774, 3.207], [2.429, 0.687, 2.415], [3.351, -0.351, 2.290], [2.968, -1.475, 1.537], [1.669, -1.580, 1.056], [0.704, -0.598, 1.343], [-0.663, -0.735, 0.719], [-1.985, -0.254, 1.286], [-3.148, -0.765, 0.681], [-4.402, -0.281, 1.021], [-4.509, 0.824, 1.873], [-3.352, 1.433, 2.369], [-2.090, 0.889, 2.086], [1.154, 0.639, 1.837], [4.318, -0.279, 2.784], [3.707, -2.245, 1.331], [1.408, -2.392, 0.377], [-0.806, -1.822, 0.451], [-3.025, -1.529, -0.085], [-5.286, -0.755, 0.607], [-5.497, 1.193, 2.148], [-3.426, 2.339, 2.977], [-1.193, 1.378, 2.463], [0.542, 1.536, 1.744]]}


{"formula": "C6H11N", "method": "ωB97M-V with the def2-TZVPD basis set", "homo_lumo_gap_ev": 11.05, "max_force_ha_per_bohr": 0.021, "de_lowest_kcal_mol": 25.89, "e_lumo_ev": 0.8, "smiles": "C=C[C@@H](C)C#N.C", "symbols": ["C", "C", "C", "C", "C", "N", "H", "H", "H", "H", "H", "H", "H", "C", "H", "H", "H", "H"], "coordinates": [[-1.229, -0.871, -1.199], [-0.914, -0.416, 0.007], [0.447, -0.532, 0.659], [0.434, -1.740, 1.608], [1.534, -0.655, -0.326], [2.399, -0.759, -1.086], [-2.239, -0.782, -1.586], [-0.480, -1.313, -1.853], [-1.670, 0.052, 0.637], [0.652, 0.381, 1.233], [1.392, -1.870, 2.116], [-0.351, -1.600, 2.357], [0.205, -2.641, 1.033], [-0.034, 2.551, -0.720], [-0.211, 2.572, 0.362], [-0.500, 3.424, -1.179], [1.041, 2.549, -0.920], [-0.475, 1.648, -1.141]]}


{"formula": "C3H4N4O8", "method": "ωB97M-V with the def2-TZVPD basis set", "homo_lumo_gap_ev": 8.99, "max_force_ha_per_bohr": 0.141, "de_lowest_kcal_mol": 32.17, "e_lumo_ev": -1.5, "smiles": "O=[N+]([O-])C([N+](=O)[O-])=[N+]([O-])O.C=C[N+](=O)[O-]", "symbols": ["O", "N", "O", "C", "N", "O", "O", "N", "O", "O", "H", "C", "C", "N", "O", "O", "H", "H", "H"], "coordinates": [[2.925, 1.423, 1.976], [2.405, 0.510, 1.366], [1.970, -0.573, 1.796], [2.322, 0.543, -0.128], [2.032, 1.803, -0.771], [1.679, 2.714, -0.094], [2.203, 1.779, -1.989], [3.076, -0.440, -0.686], [3.481, -1.346, -0.014], [3.322, -0.453, -1.969], [2.857, 0.273, -2.420], [-2.141, -0.618, 0.661], [-0.867, -0.625, 0.044], [-0.735, -0.196, -1.336], [-1.660, 0.187, -1.993], [0.415, -0.220, -1.778], [-3.104, -0.409, -0.014], [-2.283, -0.860, 1.630], [0.060, -0.949, 0.431]]}